Computed, not measured: a structure of composition C20H69AsF6N5O12 in a non-equilibrium geometry, with the ωB97M-V functional and the def2-TZVPD basis.

Last column: Löwdin charge in e.
CARTESIAN COORDINATES (ANGSTROEM)
C (-3.827, 5.362, 0.562)  -0.229
H (-0.126, -0.156, -5.709)  0.022
H (0.276, 1.974, 3.361)  -0.010
H (4.219, -0.784, 3.491)  0.073
H (-6.077, -2.301, 1.977)  0.059
H (-0.508, 1.607, 2.109)  -0.019
H (-4.438, 4.570, 0.111)  0.121
H (4.592, -0.148, 1.877)  0.079
H (-3.718, -2.136, 1.522)  0.127
H (2.085, 0.684, 4.633)  0.085
O (-2.539, -3.605, -1.911)  -0.056
H (-0.053, -4.144, -3.544)  0.032
H (6.815, 1.625, -7.878)  0.081
H (-4.204, 4.616, 2.591)  0.134
C (3.196, 1.082, 2.999)  -0.383
O (-2.478, 5.005, 0.490)  -0.161
C (-4.812, -4.289, 4.745)  -0.126
N (-3.383, 6.443, 2.739)  0.029
H (1.949, 0.189, -4.634)  0.062
H (0.192, -2.943, -2.638)  -0.014
H (-4.099, 6.281, 0.032)  0.127
H (3.083, -4.207, 2.836)  0.131
C (-4.301, 5.526, 1.989)  -0.431
O (0.584, -3.778, -2.921)  -0.065
H (-0.335, -0.634, -4.272)  -0.010
N (-5.626, -1.394, 1.913)  0.040
H (0.967, 3.970, -3.233)  0.043
C (-2.261, 3.610, 0.312)  -0.096
H (-3.192, 7.264, 2.172)  0.065
O (-0.811, -0.412, -5.085)  -0.059
N (1.894, 0.834, 3.645)  0.034
H (-0.989, -3.012, 1.085)  0.076
H (-4.371, -1.725, 4.550)  0.130
H (5.263, 1.520, -8.520)  0.084
N (2.801, 2.898, -5.081)  0.043
H (1.981, -2.996, 0.159)  -0.015
C (-5.701, 6.059, 2.164)  -0.096
O (-3.774, 0.531, -3.549)  -0.069
C (2.982, 1.794, 1.639)  -0.228
H (3.344, -0.140, -3.548)  0.090
O (2.636, -2.517, -0.379)  -0.078
H (2.781, 3.406, -4.195)  0.041
H (-0.917, -4.776, 1.055)  0.086
H (2.390, 2.712, 1.768)  0.129
H (-5.413, -5.163, 4.490)  0.086
F (1.037, 1.077, -1.359)  -0.241
H (-6.026, 6.181, 3.196)  0.070
H (-6.056, -0.793, 2.610)  0.070
O (-4.937, -3.462, 3.610)  -0.212
H (-2.451, -0.469, 2.363)  0.076
H (-2.928, -4.043, -1.148)  0.032
H (3.929, 1.646, 3.576)  0.139
H (5.886, 0.099, -7.539)  0.085
H (3.143, 2.133, -0.926)  0.062
H (-1.235, 3.298, 0.170)  0.069
H (2.088, 1.175, -3.341)  0.041
H (2.796, -5.263, 0.317)  0.075
H (0.751, -5.945, 1.984)  0.129
C (-4.095, -2.309, 3.670)  -0.185
N (2.819, -6.246, 3.428)  0.011
O (1.472, 3.811, -2.428)  -0.065
O (-0.447, 2.291, 2.786)  -0.096
H (3.231, -6.709, 1.051)  0.077
H (-2.357, -2.703, -1.611)  0.002
H (2.220, 1.207, 1.101)  0.109
H (-4.335, 0.262, -2.816)  0.025
H (-2.480, 3.178, 1.298)  0.075
H (3.788, -6.523, 3.357)  0.057
H (-3.859, 6.767, 3.571)  0.051
F (0.188, -0.941, -2.413)  -0.260
C (3.965, 2.540, -0.339)  -0.093
O (4.175, 1.911, 0.911)  -0.180
H (0.627, -4.466, 3.091)  0.128
H (2.173, -1.707, -0.607)  -0.011
H (3.456, 0.891, -6.737)  0.132
H (-2.964, 3.090, -0.343)  0.089
H (3.451, 3.501, -5.589)  0.070
C (-0.410, -3.865, 0.719)  -0.088
H (-0.483, -3.855, -0.369)  0.069
F (-0.765, 1.085, 0.298)  -0.230
F (-1.826, -0.874, -0.778)  -0.260
O (0.923, -3.965, 1.200)  -0.237
H (3.799, 3.614, -0.194)  0.092
H (4.316, 1.933, -3.986)  0.132
H (1.144, 2.963, -2.099)  0.002
H (-3.650, 0.142, 1.270)  0.076
C (3.591, 1.695, -4.772)  -0.423
C (4.234, 1.038, -5.980)  -0.220
H (-3.901, 0.514, 2.965)  0.083
F (0.571, -1.007, 0.063)  -0.228
C (5.842, 1.183, -7.654)  -0.122
H (-3.797, -4.472, 5.098)  0.085
C (2.741, 0.629, -4.020)  -0.051
F (-1.254, 1.001, -2.128)  -0.234
C (1.097, -4.939, 2.225)  -0.182
H (4.559, 0.028, -5.700)  0.122
H (2.671, -5.937, 4.386)  0.061
C (2.600, -5.115, 2.471)  -0.395
H (4.918, 2.467, -0.864)  0.088
H (3.101, -0.989, 2.185)  0.070
H (1.639, -0.095, 3.330)  0.074
H (-3.057, -2.661, 3.647)  0.121
C (3.799, -0.267, 2.618)  -0.074
As (-0.321, 0.054, -1.007)  0.834
O (5.433, 1.694, -6.390)  -0.184
H (-5.378, -3.898, 5.604)  0.081
C (-4.222, -1.577, 2.316)  -0.445
H (-2.878, 0.319, -3.258)  -0.010
C (3.311, -5.632, 1.211)  -0.064
C (-3.517, -0.244, 2.282)  -0.072
H (4.355, -5.329, 1.155)  0.080
H (-6.487, 5.519, 1.619)  0.074
H (-5.795, 7.063, 1.727)  0.075

Cartesian forces, eV/Å:
C -0.79 -0.88 0.42
H -0.03 0.04 0.04
H -0.09 0.05 -0.37
H 0.08 0.12 0.03
H -0.18 0.12 0.04
H 0.00 0.17 0.01
H -0.12 0.05 -0.13
H 0.04 -0.02 0.16
H -0.21 -0.52 0.23
H -0.16 0.18 0.03
O -0.02 0.07 0.08
H -0.08 0.06 0.12
H 0.26 -0.39 0.35
H -0.10 -0.41 -0.61
C 0.25 -0.87 -2.23
O 0.45 0.48 -1.33
C -1.57 0.15 0.14
N 0.10 -0.08 -0.64
H 0.49 -0.35 -0.49
H 0.13 -0.01 -0.05
H 0.66 0.17 -0.21
H -0.21 0.25 -0.20
C 0.76 0.68 2.29
O 0.00 -0.12 -0.08
H -0.09 0.09 -0.05
N 0.36 -0.17 0.10
H -0.09 -0.07 0.10
C -0.89 -0.70 2.17
H 0.04 0.01 0.04
O 0.08 -0.11 0.00
N 0.64 0.32 0.79
H 0.44 0.18 0.30
H 0.26 0.33 -0.04
H -0.74 -0.30 0.31
N 0.97 0.30 -0.03
H 0.37 0.04 -0.16
C -1.28 0.55 -1.28
O -0.12 -0.09 0.05
C -1.63 -0.14 0.64
H -0.06 0.04 0.15
O 0.24 -0.13 0.06
H -0.59 -0.18 0.06
H -0.33 0.08 -0.15
H 0.74 0.54 0.16
H 0.71 -0.48 0.03
F 0.18 -0.22 0.53
H 0.24 -0.34 0.13
H -0.19 -0.03 -0.10
O 0.59 0.16 0.28
H 0.07 0.63 0.46
H 0.00 0.05 -0.05
H -0.39 0.11 0.41
H 0.15 -0.14 -0.63
H 0.05 -0.26 0.12
H 0.16 0.82 -0.59
H 0.56 -0.12 0.62
H 0.38 0.45 0.06
H -0.60 0.17 -0.14
C 0.17 -0.74 -1.57
N -0.67 0.81 0.43
O 0.02 -0.01 -0.05
O 0.02 -0.08 0.39
H 0.04 -0.15 0.71
H -0.05 -0.01 -0.04
H 0.36 -0.44 -0.25
H 0.06 0.00 0.01
H 0.02 -0.34 0.05
H 0.05 -0.05 0.05
H 0.01 0.04 0.06
F -0.38 0.09 1.11
C 0.74 0.71 0.18
O -0.46 0.03 0.18
H -0.23 -0.77 0.47
H 0.23 -0.11 -0.08
H 0.23 0.48 -0.44
H 0.19 0.48 -0.65
H -0.24 -0.11 -0.42
C -0.65 -0.94 0.20
H 0.56 0.05 -0.02
F 0.06 -0.29 0.09
F 1.05 -0.14 0.07
O -0.20 -0.20 -0.44
H -0.29 -0.02 0.00
H 0.68 0.10 -0.49
H -0.03 0.09 0.01
H 0.03 0.11 0.04
C -0.29 -1.25 1.12
C 0.43 -0.34 1.04
H 0.27 -0.17 0.31
F -0.77 0.86 -0.41
C 0.68 0.64 0.55
H 0.16 -0.26 -0.44
C -1.11 1.13 -0.94
F 0.19 0.13 0.17
C 1.12 1.13 0.19
H -0.26 -0.13 0.17
H 0.02 -0.08 -0.04
C 0.77 -1.76 -0.13
H -0.16 -0.22 -0.22
H -0.35 0.39 -0.16
H -0.42 0.02 -0.15
H 0.14 0.15 0.85
C 1.09 -0.60 0.41
As -0.95 -0.39 -1.36
O -0.97 0.53 -1.08
H 0.24 0.48 0.03
C -1.05 0.49 0.24
H -0.02 0.15 -0.11
C -0.73 0.72 -1.22
C 0.28 -0.22 -0.68
H 0.00 0.00 0.06
H 0.17 -0.42 0.23
H 0.34 0.06 0.04

The LUMO energy comes out at 2.17 eV. As for the total energy: -4815.1342 Ha. Its charge is -1. The gap between HOMO and LUMO is 9.15 eV. As for the relative energy (zero: lowest compared OMol25 entry of this formula, charge and spin): 0.0 kJ/mol.